The following is a quantum chemistry calculation of a structure of composition C39H69Cl44N3O4, from OMol25.

Geometry as XYZ:
```
159
Properties=species:S:1:pos:R:3:forces:R:3:mulliken_charge:R:1
C -5.1160 3.1909 5.8876 1.2 -0.1 0.5 -0.23
C -4.7325 1.5913 5.6380 -4.9 -3.5 -0.2 0.45
O -5.7395 0.6802 5.6778 7.2 5.8 -0.3 -0.51
O -3.3131 1.2177 5.3376 -3.0 0.9 -0.2 -0.35
C -3.0711 1.3139 3.8870 -0.3 0.3 -1.2 -0.22
C -1.5459 0.7905 3.4651 -0.9 0.0 1.1 0.92
C -0.3654 1.7829 4.0829 -0.3 -0.6 -0.2 -0.78
C 0.9942 1.8117 3.1100 -1.5 -1.3 -0.2 0.20
C 1.3938 0.2259 2.8767 1.2 -1.0 -3.5 0.49
C 1.7484 -0.2915 1.4943 -0.9 -0.2 4.5 -0.61
C 2.0744 -1.9312 1.4429 2.7 -1.3 -1.8 0.11
O 3.0581 -2.4794 0.7248 -6.0 3.2 4.2 -0.62
C 1.0786 -2.8525 2.4212 -1.0 0.9 3.7 1.10
C 0.4315 -4.2979 1.9640 -1.3 0.6 0.2 -0.94
C -0.9209 -4.0597 1.0093 0.3 0.2 -0.7 0.18
C -0.6328 -3.0666 -0.2725 -0.5 0.2 -0.5 -0.70
C -1.2758 -1.5376 -0.0735 0.6 -0.7 -1.1 0.55
N -2.7712 -1.6969 -0.2459 0.3 2.9 -1.5 0.25
C -3.4883 -0.3749 -0.4110 -4.2 -0.7 0.0 -0.09
N -4.8869 -0.4361 -0.4254 5.3 0.2 -0.1 -0.79
N -2.8482 0.9817 -0.6090 -1.6 -2.8 1.8 0.48
C 0.7444 -2.3380 3.8099 1.9 0.3 -4.3 -0.50
C 1.4024 -0.8417 4.1642 1.6 0.4 3.6 0.10
O 1.9276 -0.5308 5.3522 -3.4 -1.7 -7.3 -0.61
H -5.5318 3.7062 4.9163 1.0 -1.3 1.8 0.30
H -4.1194 3.7425 6.2442 -2.2 -1.1 -0.9 0.30
H -5.9384 3.3292 6.7228 1.9 -0.8 -1.9 -0.25
H -3.9271 0.6844 3.3636 2.0 1.2 0.8 0.07
H -3.2208 2.4499 3.5849 0.5 -2.1 0.4 0.18
H -1.4591 -0.3024 3.9274 0.0 2.4 -1.1 0.07
H -1.5260 0.7058 2.2981 0.0 0.3 2.2 -0.61
H -0.0807 1.3263 5.1274 -0.5 1.3 -2.0 0.25
H -0.8459 2.8541 4.1907 1.2 -2.1 -0.1 0.38
H 0.6037 2.2022 2.0538 1.4 -0.8 2.4 -0.28
H 1.8573 2.4681 3.5499 -1.7 -1.4 -0.8 0.35
H 1.7714 0.3919 0.5323 0.1 -1.6 2.2 0.30
H 1.1963 -5.0425 1.4823 -1.8 2.2 0.6 0.28
H 0.0056 -4.8189 2.9493 1.2 1.2 -2.0 0.45
H -1.2537 -5.1158 0.5631 0.8 2.6 1.2 0.06
H -1.8148 -3.5735 1.6121 2.1 -1.3 -1.2 -0.31
H 0.4994 -3.0261 -0.6032 -2.2 0.0 0.9 0.25
H -1.2157 -3.5355 -1.2003 1.3 1.1 1.8 0.20
H -0.8829 -0.8054 -0.9252 -0.4 -1.5 1.8 0.02
H -1.0438 -1.0742 0.9756 -0.4 -1.0 -1.9 -0.32
H -3.0100 -2.2493 -1.1197 0.6 0.9 1.4 0.04
H -5.1689 -1.4348 -0.3075 0.6 0.9 -0.2 0.29
H -3.5793 1.6904 -0.2995 1.3 -1.9 -0.8 0.04
H -2.0418 1.1498 0.0335 -0.9 -0.7 -0.8 -0.30
H 0.0822 -2.9324 4.5727 1.6 1.3 -1.6 0.28
C -7.9919 5.3075 8.0989 -0.5 0.0 -0.1 0.01
Cl -6.5592 6.0295 7.3566 -0.1 0.1 -0.1 -0.15
Cl -8.1182 3.5900 7.6998 -0.3 0.0 0.2 -0.21
H -7.9236 5.4165 9.1841 -0.2 -0.5 -0.8 0.09
H -8.8817 5.8245 7.7315 0.3 -0.2 0.0 0.29
C -2.2070 4.2925 0.6189 0.1 0.4 0.2 -0.28
Cl -3.7511 3.6286 0.0712 -0.4 1.3 0.4 -0.23
Cl -0.9018 3.1174 0.4170 0.3 0.4 -0.1 -0.17
H -1.9756 5.1854 0.0329 -0.1 -0.4 0.0 0.28
H -2.2881 4.5560 1.6763 0.0 -0.2 -0.2 0.33
C -2.3544 6.6370 -2.9842 0.2 0.1 -0.5 1.23
Cl -0.6253 6.8244 -2.6675 -0.3 0.0 -0.1 -0.11
Cl -3.2850 6.6832 -1.4819 -0.3 0.2 -0.1 -0.16
H -2.6872 7.4501 -3.6340 0.1 -0.2 0.4 -0.34
H -2.5236 5.6772 -3.4782 0.2 0.6 0.6 -0.55
C -5.1312 8.3973 -5.6023 -0.4 0.2 -0.2 -0.34
Cl -3.5536 9.1811 -5.4533 0.0 0.1 -0.1 -0.17
Cl -5.1503 6.8414 -4.7632 -0.3 0.2 -0.1 -0.06
H -5.8938 9.0466 -5.1652 0.3 -0.2 0.0 0.30
H -5.3485 8.2335 -6.6605 0.2 0.0 0.3 0.28
C 3.1869 7.2226 -3.4000 -0.3 -0.1 -0.3 -0.26
Cl 4.9159 7.4100 -3.0833 0.0 0.1 -0.2 -0.22
Cl 2.2562 7.2688 -1.8977 0.3 0.0 0.0 -0.19
H 2.8540 8.0357 -4.0498 0.2 -0.1 0.3 0.33
H 3.0176 6.2627 -3.8940 0.1 0.2 0.2 0.27
C -10.7154 7.6825 10.3633 -0.3 0.3 0.2 -0.27
Cl -9.2827 8.4045 9.6209 -0.5 0.3 -0.1 -0.12
Cl -10.8417 5.9650 9.9642 -0.1 0.0 0.1 -0.13
H -10.6471 7.7915 11.4485 0.1 -0.1 -0.3 0.26
H -11.6052 8.1995 9.9959 0.3 -0.2 0.0 0.30
C -4.8774 -2.7569 -3.9848 -0.5 -0.1 0.1 -0.25
Cl -3.1890 -3.0023 -3.5219 0.1 -0.1 0.0 -0.13
Cl -5.0300 -1.4501 -5.1654 -0.1 -0.2 0.0 -0.14
H -5.2637 -3.6800 -4.4240 0.2 0.3 0.0 0.37
H -5.4569 -2.5015 -3.0943 0.2 0.1 -0.2 0.16
C 4.1346 -5.5627 3.2417 0.1 0.3 0.1 -0.16
Cl 2.5905 -6.2265 2.6939 0.6 -0.5 0.5 -0.09
Cl 5.4398 -6.7377 3.0398 0.1 0.1 0.0 -0.18
H 4.3660 -4.6698 2.6557 -0.1 -0.3 0.0 0.10
H 4.0535 -5.2992 4.2990 0.0 -0.2 -0.3 0.32
C 5.0801 -1.0445 -1.1755 -0.1 -0.1 0.4 0.38
Cl 5.8643 0.5363 -1.0695 0.0 0.1 0.1 -0.12
Cl 4.8231 -1.5155 -2.8599 -0.1 -0.1 -0.1 -0.18
H 5.7152 -1.7900 -0.6906 -0.1 0.2 -0.2 0.28
H 4.1136 -0.9970 -0.6679 0.3 0.0 -0.2 -0.36
C -0.6792 1.6048 -3.5296 -0.3 -0.1 0.1 0.34
Cl 1.0092 1.3594 -3.0667 0.1 -0.1 0.2 -0.13
Cl -0.8317 2.9117 -4.7101 1.5 -0.8 -0.1 -0.19
H -1.0655 0.6817 -3.9688 0.2 0.3 0.0 0.26
H -1.2587 1.8603 -2.6391 0.2 0.0 -0.2 -0.26
C 7.2074 4.8800 -5.0256 0.1 0.3 0.2 0.24
Cl 7.4637 3.3501 -4.1777 0.0 0.1 0.1 -0.12
Cl 6.4090 4.6193 -6.5810 0.0 0.1 0.0 -0.17
H 6.5807 5.5282 -4.4082 0.1 -0.3 -0.2 -0.21
H 8.1749 5.3577 -5.1979 -0.2 -0.2 0.0 0.28
C 7.9877 -2.2286 -5.2646 -0.4 0.2 0.0 0.10
Cl 9.5023 -1.3339 -5.0898 0.0 0.1 0.0 -0.17
Cl 8.2828 -3.9698 -5.3436 -0.1 0.0 0.0 -0.11
H 7.3470 -2.0150 -4.4054 0.3 -0.1 -0.2 -0.02
H 7.4903 -1.9100 -6.1839 0.3 -0.1 0.2 0.23
C 9.9454 0.9886 -8.4464 0.4 0.0 0.1 -0.17
Cl 8.8833 -0.3423 -8.9217 0.1 -0.1 0.0 -0.15
Cl 9.1013 2.5393 -8.5361 0.1 0.0 0.1 -0.13
H 10.2823 0.8258 -7.4197 -0.2 0.0 -0.2 0.17
H 10.8071 1.0133 -9.1179 -0.3 0.0 0.1 0.29
C -0.3189 -8.5451 0.2290 0.1 -0.4 0.1 -0.35
Cl -0.7899 -7.3149 1.4079 0.0 -0.5 0.2 -0.11
Cl -0.2986 -7.8816 -1.4094 0.0 -0.2 0.1 -0.07
H 0.6804 -8.9114 0.4770 -0.2 0.2 -0.1 0.20
H -1.0347 -9.3697 0.2701 0.1 0.3 -0.1 0.34
C -1.8515 -8.1805 -5.2852 -0.1 0.0 -0.3 -0.27
Cl -2.8854 -8.9421 -4.0703 -0.1 0.0 -0.1 -0.14
Cl -0.4975 -7.3333 -4.5276 0.0 0.1 -0.3 -0.14
H -1.4598 -8.9517 -5.9530 -0.1 0.2 0.3 0.27
H -2.4445 -7.4632 -5.8578 0.2 -0.1 0.3 0.28
C -4.8776 -2.1678 2.4038 -0.4 -0.1 -0.2 -0.45
Cl -3.1485 -1.9804 2.7205 -0.2 0.1 0.4 0.08
Cl -5.8082 -2.1216 3.9061 0.0 0.0 -0.1 -0.12
H -5.2104 -1.3547 1.7539 0.2 -0.1 0.3 0.10
H -5.0468 -3.1276 1.9098 0.2 0.2 0.2 0.44
C 6.8380 6.3324 -0.2276 -0.3 0.1 0.0 0.35
Cl 8.3526 7.2271 -0.0528 0.0 0.1 0.0 -0.17
Cl 7.1332 4.5912 -0.3066 -0.1 0.0 0.0 -0.11
H 6.1974 6.5460 0.6316 0.3 -0.1 -0.2 0.28
H 6.3407 6.6510 -1.1469 0.3 -0.2 0.3 -0.31
C 1.6191 -11.1122 -1.9351 0.1 0.1 -0.4 -0.11
Cl 0.5851 -11.8738 -0.7202 -0.1 -0.1 -0.1 -0.17
Cl 2.9730 -10.2650 -1.1775 -0.4 0.3 0.3 -0.13
H 2.0108 -11.8834 -2.6029 0.0 0.1 0.3 0.26
H 1.0261 -10.3949 -2.5078 0.1 -0.1 0.3 0.16
C -5.3489 7.3215 10.9956 0.2 0.3 0.2 -0.42
Cl -6.8930 6.6577 10.4478 0.8 0.5 1.2 -0.08
Cl -4.0437 6.1465 10.7936 0.0 0.1 0.0 -0.15
H -5.1175 8.2144 10.4095 -0.1 -0.3 0.0 0.27
H -5.4300 7.5851 12.0529 0.0 -0.2 -0.3 0.32
C 11.1117 -6.5234 -5.3580 0.1 0.4 0.1 -0.25
Cl 9.5675 -7.1872 -5.9058 0.0 0.1 0.0 -0.16
Cl 12.4168 -7.6984 -5.5599 0.1 0.1 0.0 -0.16
H 11.3430 -5.6305 -5.9440 -0.1 -0.3 0.1 0.27
H 11.0306 -6.2599 -4.3007 0.0 -0.2 -0.3 0.29
C -4.7318 3.4054 -3.9588 -0.5 0.2 0.2 -0.18
Cl -3.2990 4.1274 -4.7011 -1.6 -0.1 -0.3 -0.18
Cl -4.8580 1.6879 -4.3578 0.0 0.2 0.1 -0.08
H -4.6635 3.5144 -2.8736 0.1 -0.1 -0.3 0.03
H -5.6216 3.9224 -4.3261 0.2 -0.2 0.0 0.39
C 6.4098 -11.1201 -2.5848 0.1 0.3 0.1 -0.21
Cl 4.8657 -11.7840 -3.1326 0.3 -0.2 -0.4 -0.14
Cl 7.7150 -12.2952 -2.7867 0.0 0.1 0.1 -0.16
H 6.6412 -10.2272 -3.1708 -0.1 -0.3 0.1 0.28
H 6.3287 -10.8566 -1.5275 0.0 -0.2 -0.3 0.23
```
Forces are in eV/Å.

Calculated values
E_tot: -605195.116 eV
E_LUMO: -0.053 Ha
HOMO-LUMO gap: 7.60 eV